Below is the ion C11H17N5P with charge +1 in a non-equilibrium geometry, with properties calculated with the ωB97M-V functional and the def2-TZVPD basis.

The geometry in ORCA input format:
```
! RIJCOSX wB97M-V def2-TZVPD def2/J DEFGRID3
* xyz 1 1
C -0.01437 -0.43666 3.76646
C -0.78076 -1.79291 3.39040
N -1.25135 -1.87803 1.96937
C -0.15444 -1.75777 1.00482
N 1.08720 -2.48205 0.83815
N 1.62589 -1.81036 -0.22256
N 0.86453 -0.79679 -0.70366
C 1.35900 0.01807 -1.83144
C 0.49074 0.75655 -2.87451
C 1.08497 1.63419 -4.01751
C 2.64172 1.80215 -4.12411
C 3.53269 1.05269 -3.07908
C 2.91225 0.18453 -1.95920
N -0.29044 -0.71402 0.01717
P -1.63038 0.43160 -0.23463
C -1.39119 2.04593 0.71360
C -3.32342 -0.35329 0.06415
H -0.67951 0.38304 4.20532
H 0.73596 -0.70873 4.60405
H 0.60179 0.02207 2.92221
H -1.73441 -1.81845 4.04573
H -0.17091 -2.71559 3.73236
H -1.62019 -2.84603 1.84734
H -0.64892 0.70022 -2.82692
H 0.39685 2.14491 -4.76312
H 3.09485 2.47383 -4.94087
H 4.66780 1.13527 -3.12783
H 3.55934 -0.33603 -1.18083
H -0.34958 2.48735 0.46652
H -2.14519 2.80034 0.28195
H -1.43264 1.95620 1.85127
H -3.98001 -0.04837 -0.83809
H -3.21875 -1.50127 -0.02965
H -3.83912 -0.03258 1.03317
*
```

Results
E_HOMO (eV): -12.00
Strongest force on any atom (eV/A): 6.55
HOMO-LUMO gap (eV): 7.52
SMILES: CCNc1nnn(-c2ccccc2)[n+]1P(C)C

=====

Below is a structure of composition C22H33N2OsS in a non-equilibrium geometry, with properties calculated with the ωB97M-V functional and the def2-TZVPD basis.

The geometry in ORCA input format:
```
! RIJCOSX wB97M-V def2-TZVPD def2/J DEFGRID3
* xyz 1 5
C -0.64130 2.72285 0.47642
C -0.87348 2.45242 -0.91058
C 0.35641 2.00722 -1.47906
C 1.33905 1.94642 -0.43420
C 0.71328 2.38268 0.78042
Os -0.27350 0.63998 0.06407
C 0.96059 -2.64052 0.73742
C 0.15964 -1.85468 1.53202
H -0.72254 -2.29332 2.01328
C 0.41584 -0.42587 1.75637
H 1.47241 -0.16462 1.91800
H -0.17988 -0.04247 2.59509
C 0.73586 -4.11225 0.55498
H -0.32126 -4.37157 0.59755
H 1.13006 -4.42096 -0.42012
H 1.26560 -4.71184 1.30768
C 2.42856 -2.28312 0.56674
H 2.62817 -1.20575 0.63592
H 3.06026 -2.76206 1.33877
H 2.81124 -2.62178 -0.40788
C -2.14055 2.70832 -1.67008
H -3.00904 2.65066 -1.01013
H -2.11847 3.70531 -2.12814
H -2.25974 1.97319 -2.47164
C 0.56257 1.81431 -2.95458
H -0.14620 1.07223 -3.34348
H 0.38599 2.75643 -3.49178
H 1.57853 1.47268 -3.16866
C 2.81019 1.68358 -0.58395
H 3.02264 1.14470 -1.51183
H 3.36807 2.63258 -0.60759
H 3.18548 1.09650 0.26407
C 1.41517 2.65527 2.08201
H 2.25206 1.96661 2.22054
H 1.81267 3.67925 2.09537
H 0.72514 2.54927 2.92420
C -1.62052 3.41364 1.38175
H -1.23308 3.47495 2.40572
H -1.80853 4.44045 1.03037
H -2.58825 2.89167 1.38707
C 0.16251 -1.10020 -1.29706
C -0.54216 -2.27083 -1.16505
C 1.22858 -1.11551 -2.19017
C -0.62216 -3.19818 -2.22483
H -1.32795 -2.14019 -0.38773
C 1.30478 -2.12762 -3.16782
H 2.01402 -0.35928 -2.14779
C 0.34552 -3.14745 -3.22324
H -1.42819 -3.94159 -2.24843
H 2.13933 -2.10557 -3.87825
H 0.37217 -3.88488 -4.02296
N -2.35414 0.44753 3.09314
C -2.85485 -0.28458 2.08286
N -3.74893 -1.22946 2.38337
S -2.46498 -0.09799 0.40795
H -2.71652 0.30676 4.02958
H -1.84643 1.30824 2.93267
H -4.18137 -1.75805 1.63720
H -4.13836 -1.32358 3.31444
*
```

Results
E_HOMO (spin up / spin down) (eV): -6.83 / -10.81
Expectation value of S²: 6.03
Strongest force on any atom (eV/A): 6.37
HOMO-LUMO gap (spin up / spin down) (eV): 4.26 / 6.24
ΔE to the lowest compared entry with this formula, charge and spin (kJ/mol): 0.0

=====

Below is a structure of composition H2N4 in a non-equilibrium geometry, with properties calculated with the ωB97M-V functional and the def2-TZVPD basis.

The geometry in ORCA input format:
```
! RIJCOSX wB97M-V def2-TZVPD def2/J DEFGRID3
* xyz 0 1
N -1.10961 0.64544 -0.02317
N -1.10961 -0.64543 0.02317
N 0.25249 0.69412 0.07954
N 0.25248 -0.69412 -0.07954
H 0.85713 1.33560 -0.41883
H 0.85712 -1.33560 0.41883
*
```

Results
E_HOMO (eV): -10.48
Strongest force on any atom (eV/A): 1.03
HOMO-LUMO gap (eV): 11.66
ΔE to the lowest compared entry with this formula, charge and spin (kJ/mol): 283.1

=====

Below is a cluster of 2 separate species, C3H3O3S2 in total in a non-equilibrium geometry, with properties calculated with the ωB97M-V functional and the def2-TZVPD basis.

The geometry in ORCA input format:
```
! RIJCOSX wB97M-V def2-TZVPD def2/J DEFGRID3
* xyz -1 3
C -0.19918 0.88930 1.15917
C 1.21499 -1.12202 0.43173
C 0.94125 0.41379 0.43524
O 0.97354 -1.82761 1.42479
O -0.72954 1.99005 1.04853
O 1.76654 -1.54762 -0.66331
S -1.52983 -0.41742 -0.61082
S 1.80733 1.30788 -0.64611
H -0.64630 0.28612 2.03220
H -2.26123 -1.28607 0.19767
H 1.80776 -0.64914 -1.06916
*
```

Results
E_HOMO (spin up / spin down) (eV): -2.95 / -4.45
Expectation value of S²: 2.01
Strongest force on any atom (eV/A): 4.50
HOMO-LUMO gap (spin up / spin down) (eV): 6.20 / 5.39
ΔE to the lowest compared entry with this formula, charge and spin (kJ/mol): 0.0

=====

Below is a structure of composition C19H46Hg2O18S4V in a non-equilibrium geometry, with properties calculated with the ωB97M-V functional and the def2-TZVPD basis.

The geometry in ORCA input format:
```
! RIJCOSX wB97M-V def2-TZVPD def2/J DEFGRID3
* xyz 2 2
Hg 2.03343 -0.22977 -1.93651
Hg 2.64437 -0.44685 2.40877
O -1.43262 1.94818 0.78860
V -0.44580 0.72294 0.68609
C 0.56776 1.64124 4.39937
C 0.76831 2.37187 3.08960
C 1.78269 3.49656 3.24225
O 1.17773 1.49478 2.03919
H 0.22500 2.28402 5.21144
H 1.38852 0.96579 4.64133
H -0.34810 1.04880 4.31637
H -0.21159 2.73253 2.76015
H 2.77823 3.06069 3.40278
H 1.66390 4.15701 4.10162
H 1.98684 4.18121 2.41362
C 0.15140 2.82730 -3.01513
C 0.77708 2.75712 -1.65211
C 0.35413 3.96827 -0.81000
O 0.52311 1.48257 -1.12640
H 0.41215 2.07725 -3.76626
H 0.40457 3.78100 -3.48773
H -0.94337 2.83194 -2.98656
H 1.85060 2.85027 -1.89254
H 0.30807 4.87426 -1.40858
H 1.06897 4.14113 -0.00351
H -0.62341 3.78984 -0.36324
C 0.88987 -1.59261 0.34125
O 0.45632 -1.15539 1.45982
O 0.29428 -1.37218 -0.74353
O 2.08717 -1.00457 0.23513
O -3.85704 -1.45687 -1.80386
S -3.35179 -1.18261 -0.47360
O -2.28825 -0.21501 -0.34078
O -4.48367 -0.79098 0.57262
C -5.66361 -0.05710 0.08763
C -5.28062 1.41407 0.00059
C -3.00135 -2.76118 0.23429
H -6.28751 -0.24037 0.96517
H -6.17241 -0.47522 -0.77690
H -6.13697 2.01137 -0.31781
H -4.51679 1.50793 -0.77440
H -4.92191 1.84817 0.93043
H -2.16341 -3.29947 -0.21340
H -3.85846 -3.37514 -0.03348
H -2.78157 -2.63939 1.29223
O 0.74829 -0.87161 -3.66972
S 0.21866 -1.87743 -4.59075
O 0.00828 -1.55958 -5.97960
O 1.22543 -3.12254 -4.50266
C 0.98631 -4.19208 -5.48084
C 1.20096 -5.52589 -4.75902
C -1.28765 -2.56739 -3.90343
H 1.70433 -4.04852 -6.28346
H -0.02026 -4.13204 -5.88751
H 1.99012 -5.37150 -4.02391
H 1.57717 -6.34477 -5.37248
H 0.23396 -5.86945 -4.39529
H -1.23241 -3.65122 -3.86964
H -2.09535 -2.15972 -4.50702
H -1.43242 -2.22472 -2.87990
O -1.79306 -0.07182 2.64853
S -2.22345 -0.78530 3.83678
O -2.60798 -0.02578 4.99873
O -3.49324 -1.70863 3.39909
C -4.50898 -1.95030 4.38156
C -5.47131 -3.04411 3.83980
C -1.01204 -2.08062 4.23896
H -5.13555 -1.06115 4.45001
H -4.15659 -2.22931 5.37235
H -4.97689 -4.01184 3.92427
H -5.62131 -2.83586 2.78194
H -6.36797 -3.02302 4.45050
H -0.68168 -1.75505 5.22478
H -0.17874 -2.05840 3.54038
H -1.44574 -3.07522 4.22453
O 3.98878 0.93327 -1.53832
S 4.52672 1.42548 -0.27988
O 4.18922 0.76671 0.95273
O 6.13491 1.46391 -0.39467
C 6.70800 1.78006 -1.71042
C 8.08216 2.40715 -1.35400
C 4.10199 3.17648 -0.08867
H 6.06126 2.46610 -2.24618
H 7.02122 0.80940 -2.09071
H 8.57924 1.70458 -0.69084
H 7.94069 3.42256 -0.99620
H 8.65404 2.40145 -2.28360
H 4.75369 3.66124 0.63365
H 3.06295 3.16830 0.23600
H 4.21993 3.67477 -1.04994
*
```

Results
E_HOMO (spin up / spin down) (eV): -12.91 / -14.88
Expectation value of S²: 0.76
Strongest force on any atom (eV/A): 9.07
HOMO-LUMO gap (spin up / spin down) (eV): 4.53 / 6.48
ΔE to the lowest compared entry with this formula, charge and spin (kJ/mol): 0.0

=====

Below is a cluster of 14 separate species, C20H69N21O14 in total in a non-equilibrium geometry, with properties calculated with the ωB97M-V functional and the def2-TZVPD basis.

The geometry in ORCA input format:
```
! RIJCOSX wB97M-V def2-TZVPD def2/J DEFGRID3
* xyz 0 1
C 6.64763 0.97359 -0.92871
C 6.27759 2.37502 -0.64312
O 4.87292 2.23887 -0.55527
H 6.37374 0.65026 -1.93298
H 6.23179 0.21297 -0.26792
H 7.73639 0.98484 -0.87809
H 6.42295 3.08278 -1.45924
H 6.71808 2.77660 0.26946
H 4.52672 1.93232 -1.39656
C -5.46946 -2.87789 2.53992
C -5.46502 -1.43806 2.18937
O -6.09294 -1.21694 0.96721
H -6.38310 -3.22115 3.02524
H -4.66529 -3.01430 3.26297
H -5.32466 -3.57362 1.71343
H -4.41986 -1.15904 2.05562
H -5.97562 -0.89911 2.98744
H -5.55507 -0.53391 0.56006
C 3.52826 -1.74372 -3.39614
C 3.93437 -2.17338 -1.95121
O 4.03628 -3.54925 -1.78869
H 4.03057 -0.77947 -3.47363
H 2.46466 -1.80993 -3.62522
H 4.03924 -2.31845 -4.16859
H 3.26932 -2.02207 -1.10096
H 4.93926 -1.90402 -1.62603
H 3.13349 -3.86691 -1.86390
C -1.19658 3.44942 -3.62236
O -1.51073 4.21928 -4.47242
N -0.56672 3.72147 -2.62401
N -1.53307 2.19941 -3.57901
H -0.51307 3.00947 -1.90967
H -0.20849 4.64580 -2.43066
H -2.16795 1.89868 -4.30467
H -1.40681 1.70658 -2.70650
C 3.13882 0.40106 2.06167
O 2.64080 1.46596 1.81364
N 2.55127 -0.52046 2.76891
N 4.21104 0.01206 1.39261
H 2.73275 -1.51192 2.70422
H 1.76218 -0.16421 3.28904
H 4.72767 -0.79429 1.71354
H 4.62904 0.61867 0.70166
C -1.15608 -1.57157 -5.04739
O -0.13441 -1.50483 -5.70555
N -1.71131 -2.66560 -4.74860
N -1.77241 -0.50393 -4.57295
H -2.71521 -2.76090 -4.80523
H -1.22395 -3.54856 -4.69413
H -1.16085 0.29905 -4.60913
H -2.63642 -0.63192 -4.06579
C 1.26222 -3.72185 3.43254
O 0.10996 -3.69342 3.87927
N 2.36148 -3.30796 4.04114
N 1.58009 -4.13130 2.24010
H 3.29473 -3.44268 3.67920
H 2.32243 -2.85718 4.94412
H 2.55345 -4.03888 1.98687
H 0.81958 -4.34517 1.61083
C -4.49568 2.00114 -0.66539
O -4.20578 1.06571 0.07001
N -4.35619 2.01951 -1.94623
N -4.86880 3.14662 -0.20083
H -4.63761 2.83589 -2.47010
H -4.11174 1.10341 -2.29424
H -5.19956 3.14858 0.75347
H -4.95667 3.97446 -0.77272
C -3.89840 2.36530 3.38952
O -4.43083 3.22191 2.79227
N -3.48884 2.44972 4.62305
N -3.65548 1.14898 2.95534
H -3.85134 3.28999 5.05041
H -3.40650 1.60705 5.17372
H -3.93284 1.07540 1.98697
H -3.59311 0.41179 3.64292
C -0.94597 4.52326 1.54945
O 0.21446 4.92151 1.56533
N -1.66683 4.46952 2.59344
N -1.55608 4.02025 0.53479
H -1.16593 4.50109 3.46992
H -2.64894 4.23594 2.56187
H -2.55469 4.03019 0.38388
H -0.91714 4.14749 -0.23700
C 0.65111 -4.69708 -1.74136
O 1.28830 -4.53926 -2.77140
N 0.87955 -5.52405 -0.77777
N -0.41573 -3.94457 -1.38803
H 0.31680 -5.50040 0.06060
H 1.75948 -6.01835 -0.81653
H -0.85714 -3.23918 -1.96047
H -0.67765 -4.04602 -0.41788
C -2.72200 -1.22255 6.02790
O -3.34601 -0.28160 5.63719
N -1.65532 -1.66592 5.52890
N -2.89961 -2.00209 7.07043
H -1.32215 -1.29928 4.64874
H -1.28238 -2.54107 5.86820
H -2.15806 -2.63954 7.32313
H -3.62222 -1.76586 7.73537
C 4.40787 2.56926 -4.40621
O 4.00208 1.86644 -3.46841
N 5.55776 2.73442 -4.80215
N 3.65264 3.32950 -5.14280
H 5.65142 3.52882 -5.41881
H 6.24017 2.11302 -4.39193
H 2.78267 3.60587 -4.71053
H 3.91683 3.73510 -6.02925
C 1.22267 0.78531 -1.81934
C -0.01362 0.04783 -1.27404
C 0.30585 -0.87045 -0.10065
O -0.86089 -1.44259 0.52653
C -1.13127 -0.94343 1.85748
N -0.87537 1.12979 -0.83194
H 1.16858 1.27939 -2.78942
H 1.96773 -0.01027 -1.81287
H 1.69185 1.45550 -1.09905
H -0.49416 -0.53815 -2.05750
H 0.94306 -0.39234 0.64331
H 0.86301 -1.70663 -0.52312
H -2.15665 -1.18167 2.14021
H -0.98194 0.12524 2.01158
H -0.45891 -1.47209 2.53316
H -1.60399 0.73127 -0.25713
H -0.31983 1.67646 -0.18959
*
```

Results
E_HOMO (eV): -8.97
Strongest force on any atom (eV/A): 11.96
HOMO-LUMO gap (eV): 8.75
ΔE to the lowest compared entry with this formula, charge and spin (kJ/mol): 829.5

=====

Below is a cluster of 2 separate species, C6H11ClSi in total in a non-equilibrium geometry, with properties calculated with the ωB97M-V functional and the def2-TZVPD basis.

The geometry in ORCA input format:
```
! RIJCOSX wB97M-V def2-TZVPD def2/J DEFGRID3
* xyz 0 1
C 0.35648 2.46395 -0.77438
C -0.76533 1.57142 -0.30130
C -1.55548 0.81839 -1.39794
Si -0.87566 0.93549 1.32969
C -0.04206 1.41538 2.99291
Cl -2.09254 -0.63214 1.42604
H 0.05494 3.42608 -0.31166
H 0.44531 2.45448 -1.90912
H 1.32270 2.23158 -0.35074
H -1.28682 1.25427 -2.30850
H -2.62116 0.95393 -1.15082
H -1.32894 -0.21522 -1.39862
H 0.29896 0.58226 3.52609
H 0.62229 2.24959 2.76923
H -0.86345 1.86886 3.66770
C -0.17685 -3.82441 0.91136
C -0.20409 -2.97141 0.07910
H -0.55586 -4.63517 1.38489
H 0.40086 -2.21217 -0.45194
*
```

Results
E_HOMO (eV): -7.22
Strongest force on any atom (eV/A): 3.86
HOMO-LUMO gap (eV): 7.83
ΔE to the lowest compared entry with this formula, charge and spin (kJ/mol): 348.4
SMILES: CC(C)=[Si](C)Cl.C#C

=====

Below is the ion C4H8NS with charge +1 in a non-equilibrium geometry, with properties calculated with the ωB97M-V functional and the def2-TZVPD basis.

The geometry in ORCA input format:
```
! RIJCOSX wB97M-V def2-TZVPD def2/J DEFGRID3
* xyz 1 1
S 2.09624 1.68299 0.27980
C 0.98521 0.13790 -0.33507
C -0.25722 0.70440 -1.12614
C -1.38599 0.27446 -0.66373
C -1.22195 -0.47446 0.65383
N 0.32357 -0.51694 0.78345
H 3.20456 1.17222 0.06903
H 1.72053 -0.61959 -0.69489
H -0.16466 1.41418 -1.97862
H -2.32610 0.63563 -1.06189
H -1.63708 0.28144 1.32492
H -1.62142 -1.50604 0.70114
H 0.45098 0.20442 1.54432
H 0.68799 -1.49140 1.14759
*
```

Results
E_HOMO (eV): -14.03
Strongest force on any atom (eV/A): 4.62
HOMO-LUMO gap (eV): 10.29
ΔE to the lowest compared entry with this formula, charge and spin (kJ/mol): 103.2
SMILES: S[C@@H]1C=CC[NH2+]1